(1)
Here is one molecule with the formula C3H6O3 from the Open Molecules 2025 dataset. Energies are from wB97M-V/def2-TZVPD.

The geometry in XYZ format:
```
12
Properties=species:S:1:pos:R:3
C 0.3450 -1.7548 -0.6978
O -0.6385 -0.9022 -1.2465
C -1.0834 -0.0379 -0.3406
O -0.1309 1.1920 -0.2389
C 0.7250 1.2203 0.7249
O 0.8447 0.5725 1.8223
H -0.0837 -1.9661 0.3280
H 0.2286 -2.5251 -1.3435
H 1.2298 -1.3291 -0.9028
H -2.1652 0.6571 -0.4416
H -0.9051 -0.4560 0.7137
H 1.1742 2.1550 0.8318
```

Computed properties:
ΔE to the lowest compared entry with this formula, charge and spin in kcal/mol: 80.9
HOMO level in eV: -10.074
Structure (SMILES): COCOC=O
Energy in eV: -9347.8079

=====

(2)
Here is a 3-piece molecular cluster, C3H13N3 overall from the Open Molecules 2025 dataset. Energies are from wB97M-V/def2-TZVPD.

The geometry in XYZ format:
```
19
Properties=species:S:1:pos:R:3
C 1.4338 0.4211 -1.4597
N 0.0071 0.3989 -1.2098
N 1.8936 1.8026 -1.5165
H 2.8582 1.8544 -1.8260
H -0.5188 0.8845 -1.9287
H -0.3498 -0.5441 -0.9585
H 1.8342 2.2404 -0.6060
H 1.8973 -0.1743 -0.6600
H 1.6931 -0.0557 -2.4156
C -0.5404 0.6926 0.9573
C -1.7549 -1.7627 1.4078
N -0.6084 -1.3559 0.6420
H 0.2316 -1.7010 1.1059
H -2.6689 -1.5563 0.8416
H -1.5846 0.7339 1.2456
H -0.3781 1.7045 0.6044
H 0.1556 0.4474 1.7481
H -1.8595 -1.1998 2.3650
H -1.7411 -2.8308 1.6631
```

Computed properties:
ΔE to the lowest compared entry with this formula, charge and spin in kcal/mol: 99.3
HOMO level in eV: -7.570
Energy in eV: -7787.7168

=====

Q: Which of these has the lowest ΔE to the lowest compared entry with this formula, charge and spin?
A: C3H6O3